C5H10O2 | ωB97M-V with the def2-TZVPD basis set

CARTESIAN COORDINATES (ANGSTROEM)
O  -0.528  0.934  -1.428
O  0.695  -2.798  0.365
C  0.773  0.446  -1.163
C  -0.389  0.854  0.904
C  -0.593  -0.598  0.846
C  0.731  0.055  0.316
C  -0.963  1.616  -0.259
H  -2.054  1.606  -0.274
H  0.994  -0.349  -1.887
H  -0.640  -1.165  1.776
H  -1.307  -0.982  0.112
H  1.527  1.242  -1.319
H  1.692  0.045  0.836
H  0.863  -1.844  0.341
H  -0.228  1.302  1.874
H  0.094  -2.912  -0.379
H  -0.576  2.640  -0.223

Values from the calculation:
E   -9440.4262 eV
Total charge   0
Energy above the lowest of the compared OMol25 structures with the same formula, charge and spin   60.3 kcal/mol
SMILES string   C1OC[C@H]2C[C@@H]12.O

Atom charges from the Löwdin analysis, given in e for atoms 1 to 8:
1. O -0.13
2. O -0.08
3. C -0.16
4. C -0.24
5. C -0.08
6. C -0.20
7. C -0.17
8. H 0.13

C5H10O2 | ωB97M-V with the def2-TZVPD basis set

CARTESIAN COORDINATES (ANGSTROEM)
O  -0.929  -1.949  0.492
O  0.412  0.704  -0.421
C  1.536  1.378  0.034
C  -1.670  0.911  0.149
C  -1.116  -0.988  -0.543
C  0.364  -0.675  -0.646
C  0.469  -1.631  0.570
H  -2.110  0.423  1.001
H  -2.298  1.194  -0.691
H  1.965  0.887  0.916
H  1.238  2.403  0.329
H  0.968  -0.897  -1.534
H  -1.184  1.887  0.517
H  2.276  1.454  -0.768
H  1.087  -2.528  0.442
H  -1.742  -1.445  -1.353
H  0.733  -1.127  1.506

Values from the calculation:
E   -9436.7828 eV
Total charge   0
Energy above the lowest of the compared OMol25 structures with the same formula, charge and spin   144.4 kcal/mol

Atom charges from the Löwdin analysis, given in e for atoms 1 to 8:
1. O -0.10
2. O -0.27
3. C -0.09
4. C 0.05
5. C -0.11
6. C -0.29
7. C -0.11
8. H 0.02

Kohn-Sham gap for the records above, in order: 11.02, 8.98 eV